Molecular formula: C18H42BF4N4O5
Method: DFT, ωB97M-V/def2-TZVPD

XYZ file:
```
74
Properties=species:S:1:pos:R:3:forces:R:3
B 0.2147 -0.0683 0.0617 0.187 0.170 -0.960
F -0.5850 1.1016 0.3378 1.025 -1.021 -0.852
F 0.8873 -0.1215 -1.2454 -0.629 1.067 0.895
F 1.1639 -0.2273 1.0257 1.067 0.428 0.739
F -0.5376 -1.2236 0.0559 -1.475 -0.664 -0.038
C 1.4459 3.9627 0.7580 -4.597 1.462 -3.064
C 0.9829 5.1878 1.3968 -0.279 2.858 2.957
N 0.7051 6.1497 2.0221 0.641 -2.813 -2.200
H 0.8431 3.1251 1.1048 0.285 -0.120 0.089
H 1.0873 4.1744 -0.3615 1.207 -0.955 2.016
H 2.4541 3.8464 0.8251 2.742 -0.460 0.121
C 3.3751 -2.9786 1.1525 1.968 -0.893 1.493
C 4.2470 -1.8574 1.5039 1.928 3.767 1.816
N 4.8500 -0.8713 1.7933 -2.172 -4.154 -1.308
H 2.3944 -2.7040 1.1812 -2.808 1.152 0.524
H 3.5324 -3.1291 0.1442 0.574 -0.863 -2.292
H 3.4598 -3.9359 1.7228 0.473 1.020 -0.326
C -2.5598 3.7218 1.3732 0.271 1.407 4.284
C -2.3650 4.1593 2.8955 -1.745 -2.141 -8.781
N -2.1343 4.3337 3.9572 1.273 1.365 6.779
H -1.6109 4.1411 0.9980 -0.915 -0.495 -0.891
H -2.6531 2.6522 1.4931 0.444 -0.377 -0.689
H -3.5406 4.1357 1.1147 0.674 0.182 -0.668
C -1.9460 2.3116 -2.5519 -0.237 -1.123 -0.050
C -2.3715 3.5710 -3.3277 -0.443 1.247 -0.912
N -2.7765 4.5029 -3.9366 1.446 -3.192 2.145
H -1.6185 1.4617 -3.2520 -0.658 1.531 0.459
H -1.0094 2.3721 -1.8470 -2.214 0.525 -1.067
H -2.9196 1.8912 -2.0423 2.131 0.988 -0.561
C -4.5710 -1.4041 2.5553 5.302 -1.739 0.792
C -3.1628 -1.3384 1.9137 -1.049 -3.537 -0.739
O -3.0925 -0.4220 0.9092 -3.702 2.502 1.394
H -5.4023 -1.4718 2.0249 -3.286 -0.156 -3.265
H -4.6000 -0.5570 3.1348 -0.514 1.509 2.239
H -4.4029 -2.3908 2.9801 -0.764 0.221 1.451
H -2.9525 -2.4280 1.4231 -0.177 2.180 1.317
H -2.4277 -1.1607 2.7156 -0.128 -0.125 -0.177
H -2.3798 -0.6731 0.4441 4.162 -0.757 -2.943
C 4.2220 -0.1018 -1.9437 -1.375 1.382 -3.794
C 4.0292 1.2457 -1.3011 0.888 -0.376 -0.738
O 2.8659 1.8127 -1.7673 -3.294 -0.932 2.830
H 5.0384 -0.3446 -1.4861 5.092 -2.647 2.605
H 4.3708 -0.4160 -3.0697 -0.646 1.670 1.937
H 3.4339 -0.5925 -1.5373 -2.344 -2.444 0.814
H 4.7318 1.9158 -1.6336 2.438 1.533 -0.472
H 4.1896 1.1148 -0.1768 -0.724 0.192 -1.188
H 2.2504 1.2313 -1.1929 -0.018 1.640 -2.073
C 2.8520 1.4057 3.0498 4.394 4.030 -0.530
C 1.8344 0.7726 3.8389 -2.127 16.869 4.302
O 0.5429 1.2369 3.4713 -0.393 0.594 -5.015
H 2.8164 2.6272 3.1926 0.614 -2.951 0.350
H 2.9783 1.4227 1.9741 -1.551 -0.901 -0.673
H 3.8697 0.8973 3.2028 -1.024 1.290 0.740
H 1.8720 1.1757 4.9626 0.492 -1.476 -2.142
H 1.8339 -0.0680 3.7225 0.309 -17.043 -1.401
H 0.6183 1.2725 2.3627 -0.790 -0.330 4.541
C -0.4732 -5.0158 -1.6717 -0.466 1.828 3.121
C -1.6195 -4.5592 -0.6251 4.393 -1.934 0.021
O -0.9404 -3.9041 0.4419 -2.738 -5.812 1.451
H -1.0211 -5.5661 -2.3260 -1.115 -1.632 -2.680
H 0.3426 -5.6441 -1.2414 -0.661 0.846 -0.100
H -0.1800 -4.0425 -2.0595 0.707 -0.414 -0.450
H -2.0448 -5.4866 -0.2671 -0.335 0.045 0.605
H -2.3339 -4.0555 -1.2010 -1.150 1.433 -0.388
H -0.6885 -3.0809 0.2663 1.414 5.525 -1.534
C -2.6630 -1.8955 -3.8166 -0.955 2.295 1.589
C -1.2462 -1.3177 -3.4353 -1.148 -1.411 0.856
O -0.6533 -0.6678 -4.5860 -2.886 -1.123 0.038
H -3.3930 -2.1853 -2.9357 2.082 -0.229 -1.529
H -2.4991 -2.5932 -4.6296 -0.373 -0.476 0.245
H -3.2802 -1.0556 -4.2089 0.569 -0.330 -0.238
H -0.6399 -2.2346 -3.1795 -0.255 0.952 -0.125
H -1.1512 -0.6166 -2.5359 -0.705 -1.017 -1.134
H 0.1112 -0.5262 -4.1114 3.672 1.359 0.432
```
Forces are in eV/Å.

E = -47089.718 eV
frontier orbital gap = 9.9 eV
LUMO level = 2.464 eV
maximum force = 0.3411 hartree/bohr
HOMO energy = -7.40 eV
total charge = -1
energy relative to the best compared isomer or geometry (same formula, charge and spin) = 282.7 kJ/mol


Molecular formula: C18H42BaNO2P2Si2
Method: DFT, ωB97M-V/def2-TZVPD

XYZ file:
```
68
Properties=species:S:1:pos:R:3:forces:R:3
Ba 0.6975 0.7711 -0.8662 1.731 -0.115 0.909
P 2.5046 -1.6231 -0.2758 -0.072 -0.535 -0.651
C 2.3195 -2.1057 -1.9866 0.356 2.026 -1.922
C 1.2142 -2.0180 -2.8394 0.964 0.934 1.463
N 0.0590 -1.3163 -2.4902 -0.852 -0.014 0.619
C -1.0871 -1.6925 -3.0906 0.172 -0.951 -0.764
C -1.1122 -2.6272 -4.1312 -1.972 1.287 0.964
C 0.0823 -3.0885 -4.6692 1.801 0.393 -0.106
C 1.2569 -2.6711 -4.0942 -0.778 -1.029 -0.971
C -2.4494 -1.2119 -2.5439 0.144 -0.922 -0.180
P -2.7215 0.4376 -1.8743 -0.573 -0.428 -1.305
H 2.2233 -2.9961 -4.4517 -0.021 -0.108 -0.094
H -2.0655 -2.9110 -4.5755 0.192 -0.001 0.162
H 0.0814 -3.7360 -5.5402 0.022 0.121 0.073
H -3.1340 -1.3032 -3.4029 -0.154 0.196 0.388
H -2.8104 -1.9256 -1.7766 0.249 0.305 -0.193
H 4.0772 1.9686 -3.0799 -0.598 0.118 -0.101
H 3.2683 -2.2318 -2.5310 -0.319 -0.604 0.291
H -0.1414 5.5213 -1.9598 0.174 -0.041 -0.588
O 3.1603 2.0469 -3.4070 0.719 -0.343 -0.711
H 3.2728 1.8950 -4.3745 -0.291 0.149 1.009
H -1.6137 0.8141 -1.0817 -1.339 -0.007 -0.189
O 0.3732 5.4193 -1.1578 -1.181 0.539 0.805
H -0.2087 5.9296 -0.5431 0.964 -0.568 -0.263
C -2.8678 1.5851 -3.2847 0.453 0.468 0.251
H -3.8559 1.5049 -3.7970 0.720 -0.094 0.587
H -2.7277 2.6138 -2.8858 -0.188 -0.517 -0.481
H -2.0607 1.3489 -4.0089 -0.432 0.172 0.381
C -4.2367 0.5072 -0.8959 -0.187 0.072 0.422
H -4.1425 1.3579 -0.1878 -0.187 -0.580 -0.281
H -5.1286 0.6715 -1.5436 0.786 -0.104 0.278
H -4.3734 -0.4506 -0.3511 0.177 0.665 -0.157
C 2.5809 -3.3915 0.1795 0.074 -0.069 0.913
H 3.5458 -3.7471 -0.2020 -0.215 -0.171 0.225
H 2.4835 -3.5340 1.2601 0.149 -0.341 -0.109
H 1.7769 -3.8979 -0.3779 0.296 0.227 0.484
C 4.2692 -1.0614 -0.1110 0.056 -0.149 0.173
H 4.4529 -0.8028 0.9438 -0.070 -0.091 -0.303
H 4.9597 -1.8728 -0.3792 -0.138 0.211 -0.050
H 4.5179 -0.1729 -0.7157 -0.289 -0.336 0.137
C -2.0890 -0.5144 3.6541 -0.145 -0.023 -0.017
Si -0.4231 -0.9474 2.8672 0.419 0.365 -0.219
C 0.5832 -1.7598 4.2399 0.014 -0.212 0.106
C -0.7979 -2.2812 1.5818 -0.210 -0.475 0.252
C 0.4644 0.4514 2.0430 -0.350 0.400 -0.278
Si 0.2346 2.1678 2.6815 0.056 -1.168 0.053
C 0.6467 2.4778 4.4986 0.130 0.299 0.212
C 1.3418 3.2984 1.6553 0.116 0.409 0.072
C -1.5462 2.7491 2.4608 -0.169 0.353 0.024
H -2.4631 -1.4007 4.1925 0.097 0.243 -0.159
H -2.8432 -0.2523 2.8980 0.092 0.034 0.148
H -2.0310 0.3089 4.3799 0.015 -0.196 -0.177
H -0.0017 -2.5525 4.7311 0.149 0.137 -0.107
H 1.5021 -2.2233 3.8526 -0.147 0.130 0.078
H 0.8718 -1.0391 5.0181 -0.057 -0.103 -0.222
H -1.4232 -1.8867 0.7661 0.131 -0.007 0.013
H 0.1184 -2.7173 1.1567 -0.304 0.165 0.048
H -1.3696 -3.0937 2.0586 0.136 0.058 -0.221
H 1.5508 0.2021 2.0127 -0.366 0.104 0.028
H 1.6940 2.2353 4.7300 -0.202 -0.001 -0.113
H 0.5060 3.5402 4.7538 0.023 -0.193 -0.050
H 0.0227 1.9044 5.1986 0.078 0.018 -0.271
H 0.8631 3.7393 0.7649 0.133 -0.091 0.171
H 1.6171 4.1337 2.3195 0.104 -0.055 -0.425
H 2.2745 2.7931 1.3531 -0.176 0.165 0.121
H -1.9293 2.4981 1.4606 -0.005 0.012 0.061
H -2.2303 2.3203 3.2062 0.189 0.077 -0.226
H -1.5836 3.8444 2.5654 -0.096 -0.211 -0.018
```
Forces are in eV/Å.

E = -59952.932 eV
frontier orbital gap = 5.5 eV
LUMO level = -3.332 eV
maximum force = 0.0547 hartree/bohr
HOMO energy = -8.88 eV
total charge = +1
energy relative to the best compared isomer or geometry (same formula, charge and spin) = 224.8 kJ/mol


Molecular formula: C18H42Be2ClN3O6
Method: DFT, ωB97M-V/def2-TZVPD

XYZ file:
```
72
Properties=species:S:1:pos:R:3:forces:R:3
Be 21.5722 2.6983 -2.0198 2.025 -3.032 2.250
Be 20.9921 -0.0957 -5.9758 0.079 -0.171 0.178
N 17.7648 -1.3984 -3.4381 -3.310 -0.880 -2.833
H 16.9715 -0.8054 -3.2402 -0.641 0.192 0.511
H 17.6753 -1.5490 -4.4328 -0.001 -0.606 -0.584
H 17.6935 -2.2700 -2.9329 -0.289 -0.530 0.090
H 18.6110 -0.9230 -3.1585 -1.345 -0.281 -1.164
Cl 20.5605 -0.3600 -2.7793 5.094 -1.717 -0.045
O 19.3360 -0.7388 -2.1236 3.239 2.287 1.869
O 21.5803 -1.3198 -2.4035 -1.261 1.035 -1.619
O 20.4604 -0.4169 -4.2225 -1.256 0.174 -2.145
O 20.9860 0.9886 -2.4850 -2.406 1.452 -0.959
C 21.6645 -3.0550 1.0387 -0.003 -1.953 -1.998
C 20.3959 -2.5874 1.7367 2.330 0.577 0.668
C 20.9217 -1.7829 2.9361 -0.519 -0.284 1.958
C 19.8746 -0.9777 3.6352 -0.520 0.495 -0.586
C 19.1854 -0.0750 2.6150 -1.132 -1.118 1.242
C 18.6435 -0.7956 1.3124 -0.205 1.505 0.878
N 19.5609 -1.8414 0.8075 -2.114 -0.262 1.992
O 19.2213 -2.4639 -0.3572 -0.036 -0.305 1.786
C 17.2244 -1.2606 1.6626 -0.685 -1.982 -0.416
C 18.4112 0.2232 0.2135 -1.972 0.273 -0.326
C 19.6034 -3.7404 2.3294 -0.931 -0.573 -0.318
H 22.5426 -3.2945 1.6384 -0.584 -0.114 0.738
H 22.1141 -2.4437 0.2562 -0.679 0.330 0.002
H 21.3739 -3.9705 0.5235 0.427 -0.279 -0.124
H 21.0988 -2.4999 3.7377 0.741 -0.708 -0.545
H 21.8700 -1.2510 2.8600 -0.371 -0.316 -0.526
H 20.2606 -0.4147 4.4850 0.262 0.308 -0.197
H 19.2017 -1.6626 4.1512 -0.479 0.082 -0.247
H 19.8584 0.7637 2.4371 -2.923 -2.149 0.589
H 18.3714 0.3641 3.1917 -0.540 0.113 -0.685
H 16.6147 -0.4700 2.0999 0.420 -0.092 0.207
H 16.6927 -1.5914 0.7704 0.076 0.058 -0.209
H 17.2850 -2.1696 2.2609 -0.247 0.353 0.535
H 17.7907 1.0513 0.5560 0.146 -0.056 0.263
H 19.3899 0.5206 -0.1631 -7.049 0.890 1.889
H 17.8745 -0.2167 -0.6270 -0.259 -0.014 0.274
H 20.3331 -4.4946 2.6240 -0.239 -0.012 0.262
H 18.9048 -4.1729 1.6132 0.162 -0.194 -0.090
H 19.0050 -3.3434 3.1494 0.180 -0.435 0.138
H 19.6620 -1.9530 -1.0401 0.272 -0.082 -0.430
C 23.3011 -0.3419 0.9445 0.465 1.301 -0.693
C 22.1515 0.6881 0.6182 0.075 0.163 2.481
C 21.6390 1.2521 2.0318 2.488 0.333 0.419
C 22.5154 2.3535 2.6994 0.489 0.393 -2.154
C 22.8273 3.4138 1.5638 -0.766 -0.402 0.750
C 23.4857 2.8341 0.2832 1.707 1.511 0.598
N 22.5324 1.8169 -0.2760 -0.527 2.440 -0.183
O 22.9189 1.3891 -1.5886 1.463 0.961 1.167
C 23.7888 3.9405 -0.7477 0.499 -1.726 -1.027
C 24.9811 2.3704 0.6566 -0.974 -1.445 0.660
C 21.0406 -0.0476 -0.0506 2.721 -0.459 -0.655
H 22.9034 -1.1778 1.5200 0.223 0.309 -0.817
H 23.7690 -0.6215 0.0006 -0.023 -0.900 -0.104
H 24.1611 0.0105 1.5139 -0.420 0.534 0.165
H 20.5508 1.2995 2.0729 2.652 3.218 -1.837
H 21.7414 0.4687 2.7828 0.251 -0.336 -0.611
H 22.0628 2.7167 3.6220 -0.312 0.495 -0.404
H 23.4520 1.9301 3.0621 0.024 -0.282 -0.136
H 23.4288 4.2784 1.8446 0.126 -0.234 0.368
H 21.8458 3.8217 1.3222 -0.114 0.239 -0.395
H 24.3072 3.4237 -1.5554 0.277 0.061 -0.207
H 24.5157 4.6977 -0.4540 -0.302 0.085 0.512
H 23.0246 4.5135 -1.2729 -1.523 0.362 0.067
H 25.5101 1.5987 0.0973 -0.634 -0.118 -0.859
H 24.8512 1.8768 1.6197 0.612 0.552 0.235
H 25.7382 3.1541 0.6812 -0.648 0.419 0.320
H 21.3832 -0.6526 -0.8901 0.399 0.394 1.960
H 20.6803 -0.7965 0.6547 0.583 0.483 0.041
H 20.1603 0.5015 -0.3850 6.846 0.357 -1.067
H 23.3918 0.5730 -1.4101 0.891 -0.686 -0.871
```
Forces are in eV/Å.

E = -49357.945 eV
frontier orbital gap = 2.1 eV
LUMO level = -16.379 eV
maximum force = 0.1430 hartree/bohr
HOMO energy = -18.48 eV
total charge = +4
energy relative to the best compared isomer or geometry (same formula, charge and spin) = 927.8 kJ/mol